The following is a quantum chemistry calculation of C3H7NO as an isolated structure, from the OMol25 dataset.

Positions of all 12 atoms, in Å:
O -1.16 -0.29 1.97
N -0.64 -0.82 -0.32
C -1.45 -0.39 0.73
C 1.28 -0.11 0.35
C -0.02 0.21 -1.05
H 0.70 -0.15 -1.79
H 0.79 0.10 1.32
H -0.09 1.36 -0.54
H -0.79 0.47 -1.87
H 1.98 0.76 0.34
H 1.76 -1.13 0.46
H -2.37 -0.01 0.41

Results
Lowest unoccupied orbital energy (eV): -1.2
E_HOMO (eV): -8.06
HOMO-LUMO gap (eV): 6.883

***

The following is a quantum chemistry calculation of one molecule with the formula C6H9NO, from the OMol25 dataset.

Positions of all 17 atoms, in Å:
O -2.51 0.31 -0.62
N 0.52 1.53 -0.16
C -0.03 -1.29 0.21
C -0.34 -0.46 -1.03
C -0.10 -0.40 1.46
C 0.96 0.30 -1.16
C -0.49 0.97 0.66
C -1.32 0.53 -0.43
H 1.20 0.68 -2.10
H -0.76 1.85 1.08
H -0.91 -0.60 2.04
H 0.82 -0.28 2.11
H 1.46 1.91 0.31
H 1.92 -0.25 -1.01
H -0.62 -0.82 -1.97
H -0.72 -2.18 0.60
H 0.91 -1.82 0.00

Results
Lowest unoccupied orbital energy (eV): 0.9
E_HOMO (eV): -8.96
SMILES: O=C1[C@@H]2CC[C@H]1NC2
HOMO-LUMO gap (eV): 9.852

***

The following is a quantum chemistry calculation of C2H11O6Zn as an isolated structure, from the OMol25 dataset.

Positions of all 20 atoms, in Å:
Zn -0.52 -0.13 -0.38
O -0.31 -0.35 -2.48
O -2.53 -0.39 -0.09
O 1.41 0.54 -0.04
O -1.01 2.01 -0.85
O -0.11 -2.22 -0.17
O 0.04 0.08 1.62
C 1.20 0.42 1.22
C 2.31 0.62 2.19
H 0.56 -2.59 0.41
H -0.48 -2.95 -0.68
H -0.84 -0.81 -3.13
H 1.92 0.94 3.15
H -2.80 -1.07 0.53
H 0.50 -0.08 -2.91
H -0.24 2.42 -1.27
H 3.03 1.33 1.81
H 2.80 -0.35 2.33
H -3.30 -0.15 -0.62
H -1.61 2.73 -0.64

Results
Net charge: +1
Lowest unoccupied orbital energy (eV): -3.6
E_HOMO (eV): -13.23
HOMO-LUMO gap (eV): 9.672

***

The following is a quantum chemistry calculation of C22H42Cl3CoN2O4SSi as an isolated structure, from the OMol25 dataset.

Positions of all 76 atoms, in Å:
Co 0.86 -1.70 0.38
Cl 1.22 -3.92 -1.30
Cl -1.02 -2.97 0.63
Cl 2.93 -2.04 0.78
S 0.21 -0.32 3.61
Si 0.61 -5.00 0.47
O 0.25 -1.08 2.30
O -0.70 2.00 1.96
O 0.52 -0.24 -0.64
O -2.86 -0.23 0.82
N -2.58 0.40 -1.39
N 0.25 4.06 2.18
C 1.37 0.51 -1.42
C -1.14 -5.84 0.51
C -1.54 -0.02 3.91
C 0.77 4.77 -1.23
C 1.59 -4.66 2.05
C -0.30 3.89 -1.15
C -2.69 0.63 -0.04
C -0.07 2.52 -1.10
C 0.19 0.58 -5.15
C -1.03 4.75 2.28
C 0.30 2.72 2.04
C 0.42 -1.56 4.88
C 1.29 -6.77 -0.11
C -2.91 1.45 -2.36
C 1.56 -1.27 -3.23
C 1.44 4.90 2.28
C 2.32 2.90 -1.25
C -2.67 -0.95 -1.90
C 1.13 0.10 -2.88
C 1.22 2.02 -1.19
C 0.55 0.94 -3.76
C 2.08 4.28 -1.29
H -0.70 1.13 -5.46
H 1.34 2.31 1.99
H -3.59 -1.03 -2.50
H -1.84 4.01 2.30
H 0.99 0.87 -5.83
H 1.56 -1.46 -4.30
H 1.35 -3.68 2.49
H 0.63 -7.15 -0.90
H -2.63 1.72 0.19
H -0.31 -2.36 4.70
H 0.34 1.97 -3.48
H -1.27 -6.51 -0.36
H 1.51 5.34 3.29
H 2.41 0.23 -1.17
H -2.09 1.56 -3.09
H -1.63 0.33 4.95
H 2.92 4.98 -1.30
H -1.85 0.75 3.19
H -3.83 1.18 -2.90
H -0.88 1.78 -1.03
H 2.34 4.30 2.08
H -2.68 -1.67 -1.08
H -1.81 -1.15 -2.55
H -1.16 5.42 1.42
H 2.67 -4.68 1.88
H -2.09 -0.95 3.76
H -3.05 2.42 -1.85
H -1.28 -6.46 1.42
H 0.57 5.85 -1.24
H 0.87 -2.00 -2.77
H -1.96 -5.10 0.47
H 2.30 -6.73 -0.53
H 0.00 -0.49 -5.31
H 1.38 -5.43 2.82
H -1.05 5.35 3.20
H 2.57 -1.47 -2.82
H 1.39 5.72 1.56
H -1.33 4.26 -1.06
H 1.45 -1.93 4.77
H 3.33 2.48 -1.25
H 1.28 -7.51 0.71
H 0.28 -1.09 5.86

Results
Net charge: -1
Lowest unoccupied orbital energy (alpha / beta) (eV): 2.2 / 2.2
Spin multiplicity: 4
E_HOMO (alpha / beta) (eV): -4.97 / -4.68
HOMO-LUMO gap (alpha / beta) (eV): 7.203 / 6.913

***

The following is a quantum chemistry calculation of one molecule with the formula C5H7N, from the OMol25 dataset.

Positions of all 13 atoms, in Å:
N -1.30 0.07 0.07
C -0.67 1.28 -0.10
C 1.36 0.07 -0.48
C -0.56 -1.06 0.57
C 0.83 -1.04 0.03
C 0.63 1.33 -0.39
H 1.37 -1.98 0.05
H -0.94 -1.99 0.13
H -2.29 -0.01 -0.05
H -1.28 2.17 0.01
H -0.62 -1.14 1.68
H 1.13 2.27 -0.58
H 2.34 0.04 -0.93

Results
Lowest unoccupied orbital energy (eV): 1.1
E_HOMO (eV): -7.30
SMILES: C1=CCNC=C1
HOMO-LUMO gap (eV): 8.357

***

The following is a quantum chemistry calculation of a 2-piece molecular cluster, C5H14O overall, from the OMol25 dataset.

Positions of all 20 atoms, in Å:
O -1.76 -0.50 -1.56
C -0.45 0.04 -1.39
C 0.60 -1.06 -1.60
C -0.31 1.18 -2.43
C 1.04 0.14 2.37
C -0.33 -0.22 2.95
H -0.86 0.93 -3.33
H 1.04 -0.03 1.30
H -0.62 0.51 3.69
H -0.58 2.15 -2.02
H 1.21 1.22 2.45
H 1.84 -0.44 2.82
H -2.29 -0.46 -0.76
H -1.15 -0.23 2.23
H 0.73 1.32 -2.73
H 0.08 -1.95 -1.95
H 1.27 -0.76 -2.40
H -0.36 0.56 -0.43
H 1.20 -1.22 -0.72
H -0.31 -1.16 3.50

Results
Lowest unoccupied orbital energy (eV): 0.9
E_HOMO (eV): -10.20
SMILES: CC(C)O.CC
HOMO-LUMO gap (eV): 11.061

***

Summary of max |F| in eV Å⁻¹
6.60, 7.07, 0.82, 2.89, 0.75, 1.06
(order as listed above)